# 1
{
  "formula": "C28H49NO14S5",
  "method": "wB97M-V/def2-TZVPD",
  "elements": ["O", "C", "C", "O", "H", "H", "H", "H", "C", "C", "C", "C", "C", "C", "N", "O", "O", "H", "H", "H", "H", "H", "C", "C", "C", "S", "O", "O", "C", "H", "H", "H", "H", "H", "H", "H", "H", "C", "C", "C", "S", "O", "O", "C", "H", "H", "H", "H", "H", "H", "H", "H", "C", "C", "C", "S", "O", "O", "C", "H", "H", "H", "H", "H", "H", "H", "H", "C", "C", "C", "S", "O", "O", "C", "H", "H", "H", "H", "H", "H", "H", "H", "C", "C", "C", "S", "O", "O", "C", "H", "H", "H", "H", "H", "H", "H", "H"],
  "xyz": [[-2.14314, 0.83251, -1.40870], [-1.48816, -0.26069, -0.77003], [-0.22322, -0.32756, 0.15144], [1.05027, 0.22204, -0.24163], [-1.35336, -1.00717, -1.55277], [-2.25518, -0.76255, -0.18019], [-0.00550, -1.38106, 0.32704], [-0.58659, 0.03957, 1.11126], [-12.03266, -1.38374, 3.29883], [-12.20348, -2.53183, 4.03490], [-11.03261, -3.26904, 4.31386], [-9.80171, -2.87956, 3.82359], [-9.67311, -1.68043, 3.16349], [-10.79626, -0.92811, 2.91188], [-8.62769, -3.73237, 3.98961], [-7.51245, -3.14066, 3.97001], [-8.74732, -4.87436, 4.35122], [-12.87134, -0.81081, 2.93175], [-13.09047, -2.95520, 4.48254], [-11.05880, -4.19884, 4.86267], [-8.71492, -1.38500, 2.76226], [-10.74154, -0.03501, 2.30709], [7.29869, 8.35331, 1.57167], [5.88176, 7.91133, 1.55092], [5.90616, 6.42180, 1.24379], [7.33108, 6.13536, 0.03570], [6.78929, 6.12066, -1.34770], [8.27126, 5.10268, 0.49881], [8.05772, 7.82248, 0.31070], [7.73070, 8.00621, 2.51028], [7.33531, 9.44149, 1.62247], [5.35156, 8.50670, 0.80759], [5.40385, 8.12238, 2.50756], [4.98423, 5.97965, 0.86611], [6.22247, 5.71472, 2.01067], [7.83694, 8.43306, -0.56483], [9.13627, 7.69250, 0.39985], [-1.59571, -0.50891, -8.43879], [-2.60785, 0.55806, -8.86501], [-3.66435, -0.09251, -9.88516], [-3.98979, -1.83654, -9.20009], [-4.02329, -2.86040, -10.25711], [-5.07053, -1.76033, -8.17897], [-2.38947, -1.79871, -8.20080], [-1.16195, -0.19387, -7.48973], [-0.73984, -0.71508, -9.08150], [-2.03339, 1.38684, -9.27879], [-3.01808, 0.99915, -7.95658], [-3.07825, -0.21113, -10.79649], [-4.55759, 0.47724, -10.14128], [-1.82972, -2.70539, -8.43037], [-2.75999, -1.92708, -7.18378], [5.12321, -2.76825, -6.98984], [6.52379, -3.38257, -7.32867], [7.47982, -2.16849, -6.99137], [6.86860, -1.49759, -5.32123], [6.84936, -0.06598, -5.60358], [7.63668, -2.09422, -4.25470], [5.18135, -2.27917, -5.54450], [4.31495, -3.47288, -7.18557], [4.96061, -1.93133, -7.66898], [6.62477, -3.63620, -8.38393], [6.63737, -4.26725, -6.70214], [7.38803, -1.29887, -7.64209], [8.53882, -2.40285, -6.88311], [4.51613, -1.54630, -5.08791], [5.39100, -3.12359, -4.88790], [1.29446, -7.64007, 5.39307], [0.30624, -6.54147, 5.05121], [0.49582, -5.42598, 6.09124], [2.24095, -5.38673, 6.64140], [2.28454, -5.55579, 8.07491], [2.89097, -4.18211, 6.08403], [2.64827, -6.94897, 5.72620], [1.35520, -8.40170, 4.61569], [0.91450, -8.19388, 6.25156], [-0.72551, -6.87079, 5.17429], [0.42202, -6.11004, 4.05695], [-0.00546, -5.64017, 7.03514], [0.25620, -4.38911, 5.85547], [3.32844, -7.60605, 6.26816], [3.11808, -6.66993, 4.78306], [-2.17803, 3.57833, 5.84934], [-0.66727, 3.87668, 6.08287], [-0.36543, 5.37836, 5.82169], [-1.58848, 5.90402, 4.53421], [-0.84194, 6.08366, 3.30790], [-2.42647, 7.02209, 5.01848], [-2.46578, 4.30266, 4.52470], [-2.89359, 3.92613, 6.59440], [-2.26083, 2.49657, 5.74421], [-0.16656, 3.25308, 5.34227], [-0.21676, 3.58804, 7.03251], [0.62284, 5.75847, 5.56298], [-0.78451, 5.95618, 6.64547], [-2.20162, 3.75448, 3.62036], [-3.53300, 4.49381, 4.41253]],
  "lowdin_charge": [-0.420, -0.478, -0.462, -0.443, 0.047, 0.044, 0.045, 0.044, -0.128, -0.080, -0.023, -0.175, -0.017, -0.092, -0.378, -0.007, 0.020, 0.093, 0.095, 0.103, 0.120, 0.105, -0.251, -0.245, -0.188, 0.744, -0.366, -0.353, -0.196, 0.115, 0.109, 0.122, 0.120, 0.109, 0.095, 0.094, 0.091, -0.226, -0.206, -0.176, 0.745, -0.375, -0.368, -0.206, 0.121, 0.108, 0.103, 0.116, 0.082, 0.088, 0.092, 0.101, -0.229, -0.193, -0.204, 0.708, -0.355, -0.335, -0.192, 0.110, 0.110, 0.100, 0.107, 0.084, 0.084, 0.112, 0.091, -0.225, -0.215, -0.220, 0.700, -0.348, -0.345, -0.203, 0.111, 0.110, 0.114, 0.124, 0.094, 0.107, 0.094, 0.100, -0.199, -0.211, -0.209, 0.700, -0.338, -0.367, -0.224, 0.108, 0.115, 0.118, 0.104, 0.099, 0.081, 0.117, 0.099],
  "orbital_gap_ha": 0.05061,
  "charge": -2,
  "homo_energy_ev": 1.3
}



# 2
{
  "formula": "C28H49NO14S5V",
  "method": "wB97M-V/def2-TZVPD",
  "elements": ["V", "O", "C", "C", "O", "H", "H", "H", "H", "C", "C", "C", "C", "C", "C", "N", "O", "O", "H", "H", "H", "H", "H", "C", "C", "C", "S", "O", "O", "C", "H", "H", "H", "H", "H", "H", "H", "H", "C", "C", "C", "S", "O", "O", "C", "H", "H", "H", "H", "H", "H", "H", "H", "C", "C", "C", "S", "O", "O", "C", "H", "H", "H", "H", "H", "H", "H", "H", "C", "C", "C", "S", "O", "O", "C", "H", "H", "H", "H", "H", "H", "H", "H", "C", "C", "C", "S", "O", "O", "C", "H", "H", "H", "H", "H", "H", "H", "H"],
  "xyz": [[0.03264, 3.29892, 2.79410], [0.60429, 3.01820, 0.69309], [0.11855, 1.71842, 0.49216], [0.53007, 0.74550, 1.62707], [0.29146, 1.13617, 2.94035], [0.53464, 1.38368, -0.47146], [-0.97361, 1.75335, 0.33484], [1.57750, 0.45131, 1.47157], [-0.06276, -0.15521, 1.37475], [-0.67601, -0.32172, -3.07824], [-1.79058, -0.41429, -3.92363], [-2.96795, -0.89316, -3.41962], [-3.06661, -1.25363, -2.05781], [-1.96455, -1.20130, -1.21586], [-0.80111, -0.63414, -1.74044], [-4.39953, -1.57004, -1.56043], [-4.49480, -1.76554, -0.36600], [-5.32127, -1.69896, -2.34270], [0.29076, 0.02459, -3.42029], [-1.77855, -0.04696, -4.94108], [-3.82782, -1.04175, -4.05638], [-1.97867, -1.56332, -0.19588], [0.07298, -0.65532, -1.10036], [-1.43782, -5.67453, 3.08501], [-0.16453, -4.89208, 2.76684], [-0.39926, -3.45162, 3.17109], [-2.17259, -3.08383, 2.90636], [-2.28324, -2.40892, 1.63125], [-2.68304, -2.55763, 4.16222], [-2.68236, -4.82044, 2.76975], [-1.45590, -6.05639, 4.10624], [-1.45245, -6.57251, 2.46448], [0.02067, -4.95354, 1.69290], [0.68347, -5.27373, 3.33460], [0.19317, -2.63570, 2.76534], [-0.25457, -3.38758, 4.25311], [-3.05994, -4.97396, 1.75883], [-3.52529, -5.01633, 3.42828], [-3.89404, 1.32426, 0.30157], [-5.10421, 2.17941, 0.70368], [-4.95108, 2.70308, 2.12931], [-3.43530, 1.94120, 2.81158], [-3.66886, 1.42810, 4.13483], [-2.30307, 2.82231, 2.57349], [-3.37608, 0.64644, 1.55349], [-3.02671, 1.93127, 0.01120], [-4.05448, 0.61646, -0.50689], [-5.97438, 1.53788, 0.55632], [-5.24289, 2.98966, -0.01456], [-5.77580, 2.31139, 2.71974], [-4.82498, 3.77766, 2.23276], [-4.06448, -0.12598, 1.90995], [-2.38456, 0.20157, 1.48888], [-2.57142, 4.61484, -1.61559], [-2.47296, 3.61427, -2.79338], [-0.97250, 3.23842, -2.89191], [-0.20909, 4.86636, -2.86815], [-0.37268, 5.38357, -4.20554], [1.11669, 4.85634, -2.28030], [-1.41037, 5.63736, -1.71951], [-2.50364, 4.06273, -0.68022], [-3.51873, 5.14481, -1.71095], [-2.79631, 4.14781, -3.68826], [-3.10874, 2.73489, -2.70478], [-0.65062, 2.71892, -3.79410], [-0.63501, 2.58360, -2.08718], [-1.55854, 6.63005, -2.13997], [-0.88245, 5.74703, -0.77488], [4.09885, -3.02909, 1.66199], [4.42620, -3.88420, 0.41928], [3.10799, -4.19947, -0.30604], [2.10042, -2.67723, -0.15319], [0.72070, -2.83756, 0.23152], [2.44623, -1.79342, -1.25242], [2.98149, -2.05075, 1.33573], [4.94764, -2.45136, 2.02614], [3.73988, -3.66916, 2.46859], [4.98627, -4.77621, 0.68503], [5.01484, -3.26291, -0.25910], [2.60907, -5.03370, 0.19246], [3.09479, -4.43562, -1.36849], [2.29444, -2.03212, 2.17837], [3.19664, -1.03151, 1.01898], [6.72083, 1.20481, -2.02697], [5.32993, 0.58296, -2.17734], [4.31672, 1.39982, -1.35725], [5.29237, 1.71306, 0.19274], [5.22612, 0.49314, 0.96557], [4.98863, 3.01423, 0.77216], [6.89879, 1.77503, -0.61185], [6.78049, 1.99061, -2.78149], [7.52496, 0.50918, -2.26031], [5.21875, -0.40107, -1.70648], [4.99604, 0.41351, -3.19951], [3.31800, 1.03907, -1.13112], [4.20047, 2.41083, -1.76099], [7.67804, 1.34898, 0.01514], [7.09627, 2.84847, -0.59576]],
  "lowdin_spin": [2.970, -0.004, 0.002, 0.002, 0.009, -0.001, 0.000, 0.000, -0.001, 0.000, 0.000, 0.000, 0.000, 0.000, 0.000, 0.000, 0.000, 0.000, 0.000, 0.000, 0.000, 0.000, 0.000, 0.000, 0.000, 0.000, 0.000, 0.000, 0.000, 0.000, 0.000, 0.000, 0.000, 0.000, 0.000, 0.000, 0.000, 0.000, 0.000, 0.000, 0.000, 0.002, 0.001, 0.018, 0.001, 0.000, 0.000, 0.000, 0.000, 0.000, 0.000, 0.000, 0.000, 0.000, 0.000, 0.000, 0.000, 0.000, 0.000, 0.000, 0.000, 0.000, 0.000, 0.000, 0.000, 0.000, 0.000, 0.000, 0.000, 0.000, 0.000, 0.000, 0.000, 0.000, 0.000, 0.000, 0.000, 0.000, 0.000, 0.000, 0.000, 0.000, 0.000, 0.000, 0.000, 0.000, 0.000, 0.000, 0.000, 0.000, 0.000, 0.000, 0.000, 0.000, 0.000, 0.000, 0.000, 0.000],
  "orbital_gap_ha": [0.25267, 0.25885],
  "homo_energy_ev": [-7.6, -7.8],
  "multiplicity": 4
}



Number 1: F_max 3.920 eV/A. Number 2: F_max 4.493 eV/A.